# 1
Computed, not measured: an isolated molecule of C4H9N3, with ωB97M-V/def2-TZVPD.

Its spin multiplicity is 1. For the largest force on an atom, the calculation gives 0.9 eV/A. The frontier orbital gap (alpha / beta) comes out at 7.46 / 8.79 eV. For the highest occupied orbital energy (alpha / beta), the calculation gives -7.8 / -8.7 eV. The energy above the lowest of the compared OMol25 structures with the same formula, charge and spin is 407.5 kJ/mol.

Structure (XYZ):
```
16
Properties=species:S:1:pos:R:3:forces:R:3
C -0.088 -1.290 -1.131 -0.01 0.02 -0.04
C 0.610 0.434 0.212 -0.75 0.00 0.53
N 1.225 1.710 0.307 0.00 -0.05 -0.04
N 0.998 -0.323 1.393 0.04 0.04 -0.27
C -1.362 -0.686 -0.664 -0.30 -0.27 -0.24
C -1.228 0.424 0.232 0.75 0.30 0.09
N 0.628 -0.043 -1.089 0.12 -0.18 0.06
H 1.073 2.269 -0.521 -0.02 -0.03 0.04
H 0.992 2.201 1.158 -0.01 -0.04 -0.04
H 2.001 -0.476 1.375 -0.03 -0.01 0.00
H 0.521 -1.211 1.464 0.00 0.03 -0.04
H -0.163 -1.672 -2.153 0.03 0.05 0.06
H 0.285 -2.117 -0.497 0.01 0.15 -0.02
H -2.334 -1.064 -0.983 0.09 0.00 0.04
H -1.938 0.411 1.073 0.22 -0.03 0.05
H -1.219 1.432 -0.174 -0.14 0.02 -0.15
```
Positions in Å, forces in eV/Å.

Atomic partial charges in e from the Löwdin method, atoms 1 to 6:
1. C -0.27
2. C -0.62
3. N 0.08
4. N 0.08
5. C -0.04
6. C -0.09

***

# 2
Computed, not measured: a 4-piece molecular cluster, C51H38ClN3O6 overall, with ωB97M-V/def2-TZVPD.

Its spin multiplicity is 1. For the largest force on an atom, the calculation gives 12.5 eV/A. The frontier orbital gap comes out at 8.14 eV. For the highest occupied orbital energy, the calculation gives -9.3 eV.

Structure (XYZ):
```
99
Properties=species:S:1:pos:R:3:forces:R:3
N -0.283 -7.485 -1.140 -7.68 3.33 8.84
C -1.083 -7.130 -0.168 6.67 -2.35 -5.15
C -1.686 -6.765 1.327 -0.08 -0.40 -0.23
C -2.189 -5.186 1.461 1.08 -0.12 1.20
Cl -4.042 -5.182 1.380 1.60 0.26 -0.03
C -1.777 -4.701 3.008 5.14 1.92 7.16
N -1.169 -4.372 4.130 -5.92 -3.09 -10.61
C -1.446 -4.160 0.421 -0.19 0.83 0.45
C -2.159 -4.016 -1.048 0.10 1.30 -0.94
C -1.066 -4.029 -2.312 -0.31 -0.24 -0.43
C 0.248 -3.082 -2.039 0.98 -0.25 -0.73
C 1.603 -3.969 -1.622 -0.94 -0.59 -0.12
N 2.322 -3.388 -0.399 -1.55 -1.02 0.43
H -2.582 -7.523 1.521 1.96 1.85 -0.45
H -0.883 -6.908 2.198 -1.42 0.05 -2.43
H -0.314 -4.472 0.342 -2.27 0.39 0.16
H -1.464 -3.088 0.943 0.05 -2.44 -1.10
H -3.046 -4.758 -1.246 1.94 1.24 0.52
H -2.638 -2.924 -1.085 0.90 -2.41 0.22
H -0.784 -5.160 -2.554 -0.34 2.49 0.62
H -1.574 -3.611 -3.308 0.76 -0.93 2.38
H 0.561 -2.507 -3.032 -1.03 -1.11 2.21
H -0.002 -2.270 -1.232 0.56 -1.51 -1.48
H 1.208 -5.063 -1.400 0.91 2.05 -0.52
H 2.374 -4.039 -2.522 -1.74 0.24 1.89
H 1.586 -2.926 0.216 1.19 -0.80 -1.02
H 2.673 -4.201 0.179 -0.40 1.30 -0.89
C 4.616 -1.159 0.253 0.28 -0.06 -0.06
C 4.871 -0.576 1.494 0.37 -0.14 0.02
C 6.067 -0.849 2.160 -0.25 0.06 -0.11
C 7.006 -1.717 1.589 -0.54 0.28 0.03
C 6.739 -2.319 0.360 -0.60 0.32 -0.08
C 5.546 -2.030 -0.315 -0.14 0.18 0.12
C 7.700 -3.274 -0.229 -0.34 -0.59 -1.29
O 7.468 -3.800 -1.310 0.16 0.29 0.63
C 8.939 -3.593 0.508 0.58 -0.37 0.07
C 9.831 -4.540 -0.010 0.30 -0.08 0.16
C 11.011 -4.838 0.674 -0.36 0.17 -0.12
C 11.308 -4.185 1.870 -0.30 0.23 0.05
C 10.419 -3.244 2.392 0.20 -0.23 -0.12
C 9.227 -2.955 1.714 0.58 -0.33 0.04
C 8.276 -1.985 2.292 0.24 0.73 1.29
O 8.534 -1.414 3.346 -0.13 -0.36 -0.63
H 3.688 -0.940 -0.270 0.20 -0.16 0.11
H 4.141 0.092 1.943 0.14 -0.10 -0.07
H 6.263 -0.386 3.126 0.12 -0.19 -0.24
H 5.337 -2.485 -1.282 0.15 0.01 0.29
H 9.608 -5.052 -0.945 -0.10 0.24 0.22
H 11.700 -5.578 0.272 -0.15 0.14 0.06
H 12.231 -4.411 2.399 -0.18 0.06 -0.09
H 10.655 -2.742 3.328 -0.23 -0.04 -0.24
C 3.310 2.441 -1.410 -0.31 -0.12 -0.09
C 3.176 3.826 -1.322 -0.38 0.05 -0.08
C 1.941 4.426 -1.572 0.30 -0.12 0.07
C 0.838 3.638 -1.923 0.62 0.03 0.13
C 0.978 2.255 -2.034 0.60 0.03 0.18
C 2.214 1.654 -1.766 0.24 0.20 0.08
C -0.167 1.419 -2.451 0.10 -1.32 -0.12
O -0.045 0.204 -2.546 -0.06 0.62 0.07
C -1.456 2.069 -2.761 -0.59 -0.08 -0.22
C -2.532 1.295 -3.214 -0.31 0.15 -0.06
C -3.759 1.901 -3.496 0.40 -0.05 0.12
C -3.916 3.275 -3.319 0.27 0.12 0.08
C -2.844 4.049 -2.874 -0.21 -0.21 -0.10
C -1.608 3.446 -2.604 -0.63 -0.01 -0.17
C -0.470 4.279 -2.168 -0.18 1.44 0.16
O -0.606 5.487 -2.016 0.07 -0.71 -0.05
H 4.271 1.973 -1.206 -0.18 0.05 -0.04
H 4.034 4.441 -1.057 -0.17 -0.11 -0.05
H 1.842 5.507 -1.497 -0.16 -0.29 -0.05
H 2.328 0.573 -1.837 -0.19 0.23 -0.06
H -2.419 0.221 -3.351 0.15 0.28 0.10
H -4.592 1.299 -3.852 0.17 0.10 0.08
H -4.873 3.745 -3.532 0.20 -0.07 0.11
H -2.973 5.122 -2.743 0.20 -0.25 -0.01
C -3.659 6.336 2.852 -0.36 -0.11 0.01
C -3.326 6.007 1.538 -0.30 -0.13 -0.14
C -4.291 5.466 0.688 0.24 0.13 0.18
C -5.592 5.241 1.156 0.58 0.17 0.10
C -5.918 5.547 2.477 0.58 0.22 0.11
C -4.952 6.107 3.324 0.28 0.04 -0.11
C -7.272 5.268 2.996 -0.29 0.35 1.41
O -7.560 5.540 4.155 0.15 -0.17 -0.70
C -8.271 4.649 2.102 -0.62 -0.28 -0.10
C -9.541 4.326 2.597 -0.24 -0.14 -0.20
C -10.495 3.753 1.754 0.34 0.17 0.14
C -10.189 3.510 0.416 0.36 0.12 -0.03
C -8.923 3.826 -0.079 -0.29 -0.08 0.13
C -7.959 4.388 0.768 -0.60 -0.23 -0.12
C -6.611 4.685 0.244 0.37 -0.25 -1.36
O -6.339 4.468 -0.931 -0.15 0.11 0.62
H -2.909 6.767 3.512 -0.16 -0.08 -0.11
H -2.315 6.175 1.174 -0.20 -0.03 0.02
H -4.026 5.217 -0.338 -0.22 0.02 0.22
H -5.203 6.361 4.352 -0.11 -0.14 -0.28
H -9.789 4.515 3.640 0.23 0.04 -0.25
H -11.479 3.498 2.143 0.20 0.06 -0.06
H -10.935 3.071 -0.243 0.16 0.09 0.11
H -8.689 3.629 -1.124 0.11 0.11 0.30
```
Positions in Å, forces in eV/Å.

Atomic partial charges in e from the Löwdin method, atoms 1 to 6:
1. N 0.09
2. C -0.11
3. C -0.16
4. C -0.70
5. Cl 0.59
6. C -0.14

***

# 3
Computed, not measured: an isolated molecule of C6H4ClF2N, with ωB97M-V/def2-TZVPD.

Its spin multiplicity is 1. For the largest force on an atom, the calculation gives 5.4 eV/A. The frontier orbital gap (alpha / beta) comes out at 7.33 / 6.78 eV. For the highest occupied orbital energy (alpha / beta), the calculation gives -8.3 / -7.9 eV. The energy above the lowest of the compared OMol25 structures with the same formula, charge and spin is 318.9 kJ/mol.

Structure (XYZ):
```
14
Properties=species:S:1:pos:R:3:forces:R:3
C 0.484 -0.638 0.215 1.11 -1.01 2.05
C -0.642 -0.245 -0.388 1.51 -0.44 0.62
C 1.152 0.551 0.782 2.42 1.67 -1.39
C -0.797 1.142 -0.323 3.12 -2.72 1.85
C 0.535 2.922 0.544 -0.38 -0.19 0.61
C 1.546 3.600 0.108 0.40 -1.32 -1.40
N 0.197 1.626 0.367 1.57 2.34 0.20
F 1.392 0.595 2.116 -0.59 -0.46 0.38
F 1.901 4.809 0.423 0.06 1.09 0.55
Cl 2.682 3.069 -1.235 -0.59 -0.02 0.66
H 0.822 -1.598 0.648 -0.52 0.37 -0.97
H -1.277 -0.900 -0.829 -2.03 -1.66 -1.29
H 2.210 0.891 0.338 -2.34 -0.92 0.29
H -1.494 1.677 -0.731 -3.76 3.26 -2.15
```
Positions in Å, forces in eV/Å.

Atomic partial charges in e from the Löwdin method, atoms 1 to 6:
1. C 0.00
2. C -0.03
3. C -0.29
4. C -0.02
5. C -0.04
6. C -0.70

***

# 4
Computed, not measured: C21H30N5O5S3Tl as an isolated structure, with ωB97M-V/def2-TZVPD.

Its spin multiplicity is 1. For the largest force on an atom, the calculation gives 0.9 eV/A. The total charge is -2. The frontier orbital gap comes out at 6.47 eV. For the highest occupied orbital energy, the calculation gives -2.3 eV. The energy above the lowest of the compared OMol25 structures with the same formula, charge and spin is 60.8 kJ/mol.

Structure (XYZ):
```
65
Properties=species:S:1:pos:R:3:forces:R:3
Tl -1.126 0.859 1.159 0.08 0.22 0.21
O 0.980 3.213 2.713 0.04 0.04 -0.07
C 0.324 4.445 2.542 0.08 -0.02 0.03
C -0.593 4.497 1.332 0.02 0.06 -0.03
N -1.728 3.580 1.361 -0.07 -0.14 -0.20
C -2.581 3.753 2.524 -0.06 0.07 0.00
C -2.039 3.141 3.836 -0.07 -0.01 0.08
O -2.450 3.663 4.882 -0.02 0.00 0.03
O -1.270 2.146 3.711 -0.04 -0.04 -0.05
C -2.483 3.720 0.119 -0.08 0.10 0.07
C -1.661 3.333 -1.121 0.13 -0.12 -0.02
O -1.686 4.089 -2.101 -0.03 0.03 -0.09
O -1.027 2.238 -1.024 -0.02 0.08 0.03
H 0.324 2.623 3.142 -0.01 0.02 0.04
H 1.096 5.206 2.381 0.00 0.00 0.01
H -0.221 4.732 3.450 0.00 0.00 0.00
H -0.005 4.269 0.441 0.01 -0.02 0.01
H -0.958 5.538 1.229 -0.01 -0.02 0.01
H -3.525 3.237 2.322 0.00 0.01 0.03
H -2.828 4.810 2.705 0.03 0.00 -0.01
H -2.865 4.744 -0.013 0.02 -0.01 0.00
H -3.342 3.043 0.165 -0.01 0.02 -0.01
S -4.323 -2.982 0.580 0.09 0.00 0.03
C -2.879 -3.220 -0.265 -0.01 0.21 0.30
N -1.693 -2.692 -0.034 -0.19 -0.01 -0.91
C -0.750 -3.157 -0.933 -0.18 0.14 -0.04
C 0.590 -2.766 -0.984 -0.02 0.02 0.00
C 1.449 -3.349 -1.902 0.00 -0.03 -0.03
C 0.996 -4.299 -2.818 -0.07 0.04 0.04
C -0.343 -4.669 -2.815 0.05 0.01 0.00
C -1.197 -4.103 -1.880 -0.02 -0.04 -0.03
S -2.889 -4.366 -1.629 -0.02 -0.17 -0.15
H 0.946 -2.004 -0.305 -0.08 0.11 0.05
H 2.490 -3.047 -1.914 0.00 -0.03 0.01
H 1.679 -4.734 -3.538 0.01 -0.01 0.00
H -0.716 -5.391 -3.531 0.00 -0.01 -0.01
C 2.385 -0.177 -3.433 0.13 -0.03 0.10
C 1.318 0.711 -2.792 -0.09 0.22 0.27
C -0.082 0.182 -3.135 0.13 -0.04 -0.02
C 1.461 2.164 -3.265 -0.03 -0.04 -0.04
C 1.496 0.715 -1.313 -0.05 -0.15 0.05
N 1.639 0.713 -0.169 0.09 -0.14 -0.48
H 2.251 -0.157 -4.517 -0.01 0.02 -0.02
H 2.286 -1.209 -3.098 0.01 0.07 -0.03
H 3.392 0.180 -3.202 -0.01 -0.01 0.01
H -0.191 0.190 -4.223 0.00 0.00 0.00
H -0.834 0.823 -2.686 -0.07 0.03 0.03
H -0.211 -0.842 -2.780 0.00 -0.02 0.00
H 1.347 2.190 -4.352 0.01 0.01 0.00
H 2.443 2.568 -3.006 -0.03 -0.02 0.00
H 0.683 2.778 -2.815 -0.05 0.05 0.02
C -0.194 -3.818 2.046 0.00 -0.16 0.24
N 0.032 -2.394 2.253 0.15 -0.07 0.22
C 1.102 -1.807 2.856 -0.38 -0.10 -0.24
S 0.855 -0.524 3.895 0.17 0.18 0.12
N 2.351 -2.227 2.549 -0.01 -0.28 0.40
C 2.753 -3.282 1.648 0.07 0.11 -0.21
H -1.226 -3.920 1.719 0.15 -0.05 0.18
H -0.056 -4.390 2.971 0.11 0.02 0.02
H 0.429 -4.238 1.262 0.02 -0.01 0.00
H -0.821 -1.900 2.479 0.09 -0.03 -0.11
H 3.055 -1.784 3.114 -0.02 0.07 -0.07
H 2.485 -4.280 2.002 0.02 -0.01 0.03
H 3.837 -3.237 1.546 0.01 0.01 0.00
H 2.318 -3.132 0.658 0.09 -0.13 0.18
```
Positions in Å, forces in eV/Å.

Atomic partial charges in e from the Löwdin method, atoms 1 to 6:
1. Tl 0.91
2. O -0.10
3. C -0.26
4. C -0.17
5. N -0.23
6. C -0.13

***

# 5
Computed, not measured: a 2-piece molecular cluster, C9H21IP overall, with ωB97M-V/def2-TZVPD.

Its spin multiplicity is 1. For the largest force on an atom, the calculation gives 4.4 eV/A. The total charge is +1. The frontier orbital gap (alpha / beta) comes out at 5.24 / 5.26 eV. For the highest occupied orbital energy (alpha / beta), the calculation gives -12.5 / -12.5 eV.

Structure (XYZ):
```
32
Properties=species:S:1:pos:R:3:forces:R:3
C -2.915 0.065 0.279 -1.22 0.55 3.18
C -1.923 1.383 -1.596 2.19 2.25 -0.15
C 0.571 -0.514 2.465 -3.96 1.53 -1.07
C 1.136 -2.600 1.064 0.50 0.42 -0.92
C 1.388 1.905 0.068 2.86 -1.44 -2.55
C 2.072 0.322 -1.955 -2.23 -1.55 1.64
C -1.692 0.672 -0.299 2.11 -0.52 0.17
C 0.154 -1.453 1.309 -2.29 -0.10 -0.01
C 1.417 0.449 -0.517 -0.75 1.23 -2.35
P -0.198 -0.429 -0.294 0.14 -1.14 -0.77
I -1.229 -2.048 -3.585 0.56 0.65 1.57
H -2.701 -0.612 1.171 -0.32 0.88 -1.14
H -3.612 -0.436 -0.360 0.19 -0.54 -0.94
H -3.558 0.921 0.679 0.89 -0.98 -0.27
H -1.096 2.112 -1.994 -1.24 -1.60 0.96
H -2.788 1.990 -1.479 -0.86 0.61 0.13
H -2.136 0.680 -2.340 -0.25 -1.16 -1.35
H 0.366 -0.916 3.468 -0.51 0.01 -0.48
H -0.053 0.474 2.240 1.39 -1.78 1.39
H 1.567 -0.306 2.482 2.90 0.85 -0.38
H 0.784 -3.393 1.744 0.76 -0.02 -0.53
H 2.127 -2.179 1.348 -0.42 -0.83 -0.02
H 1.242 -2.937 -0.027 -0.49 0.20 1.64
H 2.434 2.276 0.029 -0.55 -0.16 -0.10
H 1.181 1.766 1.032 -0.90 0.05 4.10
H 0.772 2.655 -0.335 -1.01 0.50 -1.02
H 1.725 -0.679 -2.336 0.78 1.26 -0.33
H 3.110 0.441 -1.880 1.66 -0.53 0.44
H 1.820 1.167 -2.512 -1.15 0.95 -1.43
H -1.113 1.277 0.436 -0.90 0.67 0.15
H -0.863 -1.844 1.651 1.17 0.28 -0.93
H 2.009 -0.209 0.048 0.95 -0.52 1.39
```
Positions in Å, forces in eV/Å.

Atomic partial charges in e from the Löwdin method, atoms 1 to 6:
1. C -0.10
2. C -0.10
3. C -0.08
4. C -0.10
5. C -0.05
6. C -0.06

***

# 6
Computed, not measured: an isolated molecule of C6H12, with ωB97M-V/def2-TZVPD.

Its spin multiplicity is 1. For the largest force on an atom, the calculation gives 2.6 eV/A. The frontier orbital gap comes out at 10.93 eV. For the highest occupied orbital energy, the calculation gives -9.8 eV. The energy above the lowest of the compared OMol25 structures with the same formula, charge and spin is 157.4 kJ/mol.

Structure (XYZ):
```
18
Properties=species:S:1:pos:R:3:forces:R:3
C 0.755 -1.771 -0.025 0.04 -0.08 0.18
C -0.199 -0.699 -0.555 -0.12 -0.25 -0.25
C 0.644 0.520 -1.050 -0.29 -0.17 -0.16
C 0.679 1.470 0.190 -0.11 -0.25 0.01
C -0.624 1.205 1.014 -0.07 -0.38 0.14
C -1.234 -0.112 0.384 -0.21 -0.23 0.03
H 1.614 -1.394 0.540 -0.18 0.06 0.06
H 1.151 -2.297 -0.907 0.02 0.07 0.30
H 0.214 -2.505 0.581 0.14 0.03 0.03
H -0.973 -1.367 -1.031 1.33 0.94 -1.80
H 0.197 1.041 -1.899 -0.11 -0.05 0.02
H 1.678 0.261 -1.333 -0.47 -0.13 -0.04
H 1.560 1.267 0.816 -0.22 -0.16 -0.20
H 0.788 2.525 -0.117 -0.23 -0.44 0.10
H -0.397 1.162 2.081 -0.02 -0.14 -0.05
H -1.306 2.063 0.879 0.04 -0.57 0.06
H -1.619 -1.131 0.700 0.15 1.55 2.03
H -2.125 0.198 -0.169 0.31 0.22 -0.47
```
Positions in Å, forces in eV/Å.

Atomic partial charges in e from the Löwdin method, atoms 1 to 6:
1. C -0.09
2. C -0.41
3. C -0.15
4. C -0.19
5. C -0.15
6. C -0.18

***

What is the formula in the third record? C6H4ClF2N

***

What did the sixth record say?
Computed, not measured: an isolated molecule of C6H12, with ωB97M-V/def2-TZVPD.

Its spin multiplicity is 1. For the largest force on an atom, the calculation gives 2.6 eV/A. The frontier orbital gap comes out at 10.93 eV. For the highest occupied orbital energy, the calculation gives -9.8 eV. The energy above the lowest of the compared OMol25 structures with the same formula, charge and spin is 157.4 kJ/mol.

Structure (XYZ):
```
18
Properties=species:S:1:pos:R:3:forces:R:3
C 0.755 -1.771 -0.025 0.04 -0.08 0.18
C -0.199 -0.699 -0.555 -0.12 -0.25 -0.25
C 0.644 0.520 -1.050 -0.29 -0.17 -0.16
C 0.679 1.470 0.190 -0.11 -0.25 0.01
C -0.624 1.205 1.014 -0.07 -0.38 0.14
C -1.234 -0.112 0.384 -0.21 -0.23 0.03
H 1.614 -1.394 0.540 -0.18 0.06 0.06
H 1.151 -2.297 -0.907 0.02 0.07 0.30
H 0.214 -2.505 0.581 0.14 0.03 0.03
H -0.973 -1.367 -1.031 1.33 0.94 -1.80
H 0.197 1.041 -1.899 -0.11 -0.05 0.02
H 1.678 0.261 -1.333 -0.47 -0.13 -0.04
H 1.560 1.267 0.816 -0.22 -0.16 -0.20
H 0.788 2.525 -0.117 -0.23 -0.44 0.10
H -0.397 1.162 2.081 -0.02 -0.14 -0.05
H -1.306 2.063 0.879 0.04 -0.57 0.06
H -1.619 -1.131 0.700 0.15 1.55 2.03
H -2.125 0.198 -0.169 0.31 0.22 -0.47
```
Positions in Å, forces in eV/Å.

Atomic partial charges in e from the Löwdin method, atoms 1 to 6:
1. C -0.09
2. C -0.41
3. C -0.15
4. C -0.19
5. C -0.15
6. C -0.18